No. 1
# C24H34FO6PS3

A cluster of 4 separate species, C24H34FO6PS3 in total (the ωB97M-V functional and the def2-TZVPD basis, OMol25).

ORCA input file:
```
! wB97M-V def2-TZVPD RIJCOSX def2/J DEFGRID3
* xyz 0 1
C 2.498 -1.778 1.597
C 2.375 -0.641 0.578
C 3.551 0.341 0.640
C 3.102 1.789 0.363
C 2.616 1.938 -1.050
C 3.518 1.866 -2.107
F 4.822 1.717 -1.820
C 3.168 1.950 -3.437
C 1.836 2.108 -3.773
C 0.890 2.170 -2.765
C 1.277 2.100 -1.418
C 0.173 2.168 -0.408
O 0.258 2.765 0.640
C -1.076 1.457 -0.819
C -1.837 0.748 0.098
C -2.974 0.070 -0.341
P -3.864 -0.903 0.885
O -3.193 -2.166 1.288
C -3.358 0.148 -1.679
C -2.604 0.874 -2.592
C -1.450 1.514 -2.162
C -0.561 2.274 -3.092
O -0.989 2.909 -4.029
H 1.865 -2.617 1.319
H 3.519 -2.155 1.619
H 2.216 -1.427 2.590
H 2.307 -1.090 -0.415
H 1.434 -0.111 0.751
H 4.027 0.300 1.620
H 4.295 0.056 -0.105
H 2.301 2.019 1.057
H 3.898 2.502 0.572
H 3.921 1.880 -4.208
H 1.515 2.172 -4.803
H -1.523 0.709 1.134
H -3.956 0.006 1.957
H -5.166 -1.055 0.398
H -4.261 -0.352 -2.000
H -2.898 0.938 -3.631
C -6.218 -3.535 -2.614
S -6.734 -1.832 -2.845
O -6.406 -1.117 -1.577
C -8.499 -2.146 -2.814
H -5.132 -3.546 -2.556
H -6.641 -3.917 -1.685
H -6.548 -4.130 -3.465
H -8.763 -2.627 -1.872
H -8.768 -2.777 -3.660
H -9.006 -1.187 -2.896
C 2.966 6.566 3.648
S 1.968 5.147 3.177
O 2.912 4.122 2.661
C 1.197 5.910 1.748
H 3.569 6.274 4.504
H 3.612 6.845 2.816
H 2.312 7.394 3.923
H 1.970 6.233 1.051
H 0.589 6.756 2.073
H 0.568 5.155 1.282
C 3.589 -7.182 2.228
S 2.436 -5.880 1.773
O 3.214 -4.860 1.025
C 2.211 -5.236 3.435
H 3.896 -7.683 1.313
H 4.457 -6.742 2.719
H 3.091 -7.893 2.888
H 3.177 -4.932 3.839
H 1.752 -6.001 4.061
H 1.551 -4.374 3.365
*
```

Results
Energy = -3022.07197 hartree
HOMO-LUMO gap = 8.20 eV

***

No. 2
# C4H9BiMgO4

A structure of composition C4H9BiMgO4 at a distorted geometry (the ωB97M-V functional and the def2-TZVPD basis, OMol25).

ORCA input file:
```
! wB97M-V def2-TZVPD RIJCOSX def2/J DEFGRID3
* xyz 1 2
O 1.807 -2.455 1.184
Bi 0.629 -2.928 2.662
O -0.779 -1.655 1.767
C -1.430 -0.480 1.955
O -0.744 0.512 1.137
C -1.309 0.801 -0.140
C -0.170 1.206 -1.042
O 0.785 0.143 -1.044
C 1.876 0.329 -1.938
Mg 0.832 -0.930 0.697
H -1.387 -0.123 2.997
H -2.478 -0.515 1.608
H -2.039 1.618 -0.070
H -1.840 -0.108 -0.552
H 0.324 2.118 -0.672
H -0.536 1.371 -2.065
H 2.446 -0.606 -1.961
H 1.497 0.556 -2.944
H 2.516 1.146 -1.579
*
```

Results
Energy = -873.27221 hartree
HOMO-LUMO gap (spin up / spin down) = 7.38 / 10.10 eV
Relative energy (zero: lowest compared OMol25 entry of this formula, charge and spin) = 0.0 kcal per mole

***

No. 3
# C21H42BNO4

A cluster of 3 separate species, C21H42BNO4 in total at a distorted geometry (the ωB97M-V functional and the def2-TZVPD basis, OMol25).

ORCA input file:
```
! wB97M-V def2-TZVPD RIJCOSX def2/J DEFGRID3
* xyz 0 1
C -0.951 3.298 1.684
C -1.725 3.864 0.454
C -1.694 2.898 -0.794
C -0.433 3.203 -1.644
C -0.309 2.369 -2.953
C -0.562 0.844 -2.776
C 0.702 0.062 -2.255
C 0.567 -0.357 -0.746
C 1.797 0.009 0.139
C 3.184 -0.406 -0.458
C 4.237 0.625 0.093
C 5.717 0.275 -0.305
C 6.376 1.479 -1.068
B 7.965 1.317 -1.279
N 8.921 0.933 -0.212
H 0.133 3.399 1.481
H -1.158 2.214 1.786
H -1.199 3.857 2.603
H -1.209 4.791 0.121
H -2.759 4.181 0.699
H -1.749 1.864 -0.408
H -2.629 3.111 -1.353
H -0.522 4.269 -1.956
H 0.485 3.171 -1.018
H 0.709 2.486 -3.380
H -1.023 2.766 -3.699
H -1.465 0.601 -2.186
H -0.756 0.437 -3.794
H 1.613 0.660 -2.454
H 0.777 -0.879 -2.838
H -0.302 0.201 -0.340
H 0.286 -1.425 -0.685
H 1.690 -0.559 1.089
H 1.764 1.079 0.423
H 3.465 -1.398 -0.057
H 3.218 -0.394 -1.560
H 4.131 0.741 1.189
H 3.991 1.610 -0.359
H 5.712 -0.657 -0.895
H 6.285 0.136 0.635
H 6.194 2.405 -0.480
H 5.871 1.589 -2.051
H 8.417 1.533 -2.364
H 8.448 0.380 0.500
H 9.242 1.768 0.275
O -3.044 -1.470 -0.136
C -2.615 -2.558 -0.394
C -3.218 -3.553 -1.354
C -2.502 -4.840 -0.977
C -1.172 -4.325 -0.462
O -1.465 -3.048 0.129
H -2.989 -3.241 -2.375
H -4.294 -3.627 -1.212
H -2.400 -5.547 -1.800
H -3.044 -5.339 -0.170
H -0.444 -4.178 -1.265
H -0.739 -4.982 0.290
O -6.017 -3.549 4.991
C -5.693 -2.666 4.251
C -5.110 -1.332 4.650
C -5.275 -0.513 3.380
C -5.203 -1.577 2.303
O -5.769 -2.758 2.901
H -4.060 -1.471 4.913
H -5.658 -0.904 5.486
H -4.529 0.272 3.258
H -6.261 -0.043 3.372
H -4.177 -1.795 2.003
H -5.777 -1.307 1.418
*
```

Results
Energy = -1205.92832 hartree
HOMO-LUMO gap = 9.96 eV

***

No. 4
# C32H39BrGe2O2RuSi2

A structure of composition C32H39BrGe2O2RuSi2 (the ωB97M-V functional and the def2-TZVPD basis, OMol25).

ORCA input file:
```
! wB97M-V def2-TZVPD RIJCOSX def2/J DEFGRID3
* xyz 1 2
Ru -0.185 -0.553 -0.012
C 2.846 -0.685 -1.852
Si 2.004 -1.530 -0.377
C 2.107 -3.361 -0.785
C 2.983 -1.311 1.209
C 4.368 -1.171 1.283
C 4.995 -1.033 2.515
C 4.243 -1.060 3.684
C 2.865 -1.219 3.619
C 2.225 -1.328 2.385
Si 0.374 -1.498 2.140
C -0.085 -3.245 2.619
C -0.689 -0.344 3.185
H 3.499 -1.418 -2.332
H 3.468 0.168 -1.577
H 2.142 -0.350 -2.618
H 3.177 -3.576 -0.872
H 1.648 -3.642 -1.736
H 1.721 -3.995 0.013
H 4.970 -1.157 0.379
H 6.069 -0.908 2.566
H 4.732 -0.959 4.644
H 2.293 -1.238 4.541
H 0.206 -3.373 3.666
H 0.458 -3.991 2.038
H -1.154 -3.446 2.543
H -0.102 0.014 4.034
H -1.545 -0.903 3.567
H -1.065 0.533 2.659
C -2.494 3.087 -1.517
Ge -3.617 1.608 -0.842
C -4.708 2.344 0.568
C -4.431 0.788 -2.390
Ge -0.183 1.359 -1.781
C 0.335 1.903 0.069
C 1.584 1.456 0.519
C 2.045 1.736 1.821
C 1.267 2.473 2.674
C 0.001 2.914 2.255
C -0.466 2.610 1.003
C 0.816 2.453 -3.023
C 1.808 3.352 -2.619
C 2.558 4.033 -3.564
C 2.309 3.839 -4.917
C 1.318 2.960 -5.331
C 0.579 2.263 -4.388
H -2.810 3.239 -2.551
H -1.403 3.185 -1.515
H -2.805 3.963 -0.940
H -5.246 3.222 0.209
H -4.062 2.652 1.391
H -5.414 1.603 0.929
H -5.048 1.529 -2.901
H -5.059 -0.056 -2.118
H -3.650 0.458 -3.077
H 2.289 1.027 -0.176
H 3.021 1.381 2.123
H 1.624 2.718 3.666
H -0.615 3.495 2.930
H -1.449 2.966 0.724
H 1.992 3.520 -1.564
H 3.332 4.721 -3.249
H 2.892 4.377 -5.653
H 1.129 2.813 -6.386
H -0.178 1.559 -4.717
Br -4.119 -5.834 1.663
C -3.082 -4.498 0.846
C -1.907 -4.840 0.191
C -1.134 -3.844 -0.376
C -1.517 -2.508 -0.300
C -2.747 -2.187 0.289
C -3.514 -3.183 0.882
C -3.378 -0.836 0.220
O -4.568 -0.686 0.356
O -2.568 0.193 -0.064
H -1.600 -5.875 0.128
H -0.231 -4.111 -0.898
H -1.008 -1.844 -1.063
H -4.458 -2.920 1.337
*
```

Results
Energy = -8794.77102 hartree
HOMO-LUMO gap (spin up / spin down) = 7.15 / 6.61 eV
Relative energy (zero: lowest compared OMol25 entry of this formula, charge and spin) = 26.0 kcal per mole

***

No. 5
# C7H6Cl2N4

A cluster of 2 separate species, C7H6Cl2N4 in total at a distorted geometry (the ωB97M-V functional and the def2-TZVPD basis, OMol25).

ORCA input file:
```
! wB97M-V def2-TZVPD RIJCOSX def2/J DEFGRID3
* xyz 0 1
C 1.002 0.246 -3.305
C 1.848 0.211 -2.241
N 1.402 -0.089 -0.999
C 0.892 0.664 -0.140
Cl 0.722 2.354 -0.470
N 0.481 0.186 1.082
C -0.589 0.697 1.775
C -0.781 -0.157 2.796
N 0.028 -1.262 2.643
C 0.779 -1.015 1.587
H -0.027 0.146 -3.023
H 1.374 0.455 -4.228
H 2.857 0.426 -2.408
H -1.281 1.462 1.375
H -1.427 -0.096 3.617
H 1.521 -1.685 0.999
N -2.425 0.277 -0.198
C -2.891 -0.716 0.223
Cl -3.486 -2.106 0.914
*
```

Results
Energy = -1409.65275 hartree
HOMO-LUMO gap = 9.31 eV

***

No. 6
# C8H17N5O3

An isolated molecule of C8H17N5O3 at a distorted geometry (the ωB97M-V functional and the def2-TZVPD basis, OMol25).

ORCA input file:
```
! wB97M-V def2-TZVPD RIJCOSX def2/J DEFGRID3
* xyz 0 1
H -0.868 -3.437 -1.252
N -0.212 -3.591 -0.512
C -0.231 -2.643 0.352
N 0.732 -2.691 1.407
N -1.037 -1.541 0.418
C -1.896 -1.122 -0.678
C -1.171 -0.662 -1.953
C -0.058 0.376 -1.778
C -0.451 1.770 -1.236
N 0.292 2.798 -1.953
C -0.282 1.766 0.287
O -1.121 1.273 1.030
N 0.880 2.273 0.784
C 1.255 1.885 2.125
C 1.351 0.366 2.282
O 0.975 -0.227 3.270
O 1.874 -0.220 1.210
H 1.109 -3.614 1.428
H 0.334 -2.435 2.315
H -0.845 -0.824 1.076
H -2.600 -1.927 -0.943
H -2.534 -0.322 -0.255
H -0.740 -1.529 -2.414
H -1.930 -0.259 -2.647
H 0.743 -0.028 -1.161
H 0.362 0.540 -2.763
H -1.490 1.949 -1.416
H 0.230 3.695 -1.525
H 1.278 2.537 -2.056
H 1.605 2.466 0.084
H 2.223 2.328 2.354
H 0.514 2.245 2.840
H 1.713 -1.198 1.282
*
```

Results
Energy = -814.60869 hartree
HOMO-LUMO gap = 9.50 eV
Relative energy (zero: lowest compared OMol25 entry of this formula, charge and spin) = 0.0 kcal per mole